17
Properties=species:S:1:pos:R:3:forces:R:3:nbo_charge:R:1 method="wB97M-V/def2-TZVPD" homo_ha=-0.299 smiles="CC1=C(I)[C@]12C[C@H]2C" homo_lumo_gap_ev=8.583 charge=0 relative_energy_kcal_mol=105.5
C -0.249282 2.906952 -0.286501 0.002 0.595 -2.022 -0.668
H -0.687931 -2.178969 -1.067328 -2.631 0.559 -1.865 0.208
H 1.666012 -0.786775 -0.982706 1.424 0.438 -0.426 0.212
C 0.923975 -1.067418 -0.301191 -2.487 1.449 1.230 -0.233
H -0.113924 -2.726303 0.357209 0.048 -1.018 0.441 0.201
H 0.658736 3.233207 0.233791 -0.443 0.177 0.177 0.235
H 0.535240 -1.458962 1.796815 -1.160 -1.731 1.559 0.206
H 0.160925 2.712989 -1.370065 -0.923 0.651 1.681 0.240
H 1.754872 -0.154612 1.670352 -0.958 -0.746 -0.688 0.207
H 0.761311 -3.037592 -1.181657 0.695 -0.907 -0.317 0.213
C -0.611583 1.525106 0.150179 -0.491 -1.676 -0.376 0.032
C 0.882855 -0.707945 1.198605 2.833 3.319 -1.112 -0.428
C 0.194743 -2.361365 -0.600488 1.418 1.050 1.539 -0.607
C -1.424764 0.484399 0.225278 0.829 0.573 0.197 -0.155
I -3.405745 -0.254976 0.191227 1.005 0.458 0.002 0.159
C 0.020021 0.090948 0.298807 -0.833 -0.832 -0.321 -0.071
H -1.065466 3.781324 -0.332334 1.672 -2.359 0.301 0.247